No. 1
ORCA calculation (ωB97M-V/def2-TZVPD) on C9H11NO in the gas phase.

Properties
- ΔE to the lowest compared entry with this formula, charge and spin (eV) = 7.417

Each atom is followed by the atoms it is bonded to, with distances in Å.
Cartesian coordinates (Å):
1 H -0.348 1.654 2.165  C6 1.032
2 H 1.810 1.693 0.795  C22 1.071
3 N -1.252 -1.339 -0.453  C4 1.378, C7 1.498, O14 1.297
4 C -1.399 0.024 -0.593  N3 1.378, C12 1.507, C21 1.547
5 H 1.214 -0.991 -1.909  C20 1.158
6 C -0.232 1.295 1.205  H1 1.032, H10 1.108, C12 1.484, C22 1.515
7 C -0.661 -1.248 0.920  N3 1.498, C12 1.513, H16 1.136, C18 1.502
8 H -0.724 0.252 -2.599  C21 1.120
9 C 1.172 -0.262 0.014  C18 1.386, C20 1.379, C22 1.488
10 H -0.619 2.139 0.601  C6 1.108
11 H 0.899 -2.282 -0.138  C18 1.091
12 C -1.159 0.181 0.886  C4 1.507, C6 1.484, C7 1.513, H17 1.120
13 H 1.719 0.357 1.895  C22 1.129
14 O -1.202 -2.343 -1.273  N3 1.297
15 H 1.763 0.812 -1.683  C20 1.049
16 H -1.125 -1.964 1.669  C7 1.136
17 H -2.074 0.205 1.532  C12 1.120
18 C 0.785 -1.467 0.578  C7 1.502, C9 1.386, H11 1.091
19 H -0.526 1.764 -1.687  C21 1.107
20 C 1.174 0.016 -1.337  H5 1.158, C9 1.379, H15 1.049, C21 1.740
21 C -0.418 0.666 -1.604  C4 1.547, H8 1.120, H19 1.107, C20 1.740
22 C 1.201 0.839 1.015  H2 1.071, C6 1.515, C9 1.488, H13 1.129

=====

No. 2
ORCA calculation (ωB97M-V/def2-TZVPD) on C4H8O in the gas phase.

Properties
- ΔE to the lowest compared entry with this formula, charge and spin (eV) = 1.317

Each atom is followed by the atoms it is bonded to, with distances in Å.
Cartesian coordinates (Å):
1 O -0.534 0.170 -1.498  H4 0.967, C13 1.414
2 H -1.569 -0.183 1.567  C3 1.092
3 C -1.306 -0.619 0.601  H2 1.092, H7 1.100, H8 1.092, C13 1.535
4 H -1.168 0.898 -1.447  O1 0.967
5 H 1.696 -1.021 0.715  C6 1.088
6 C 1.317 -0.434 -0.119  H5 1.088, C9 1.510, H12 1.086, C13 1.499
7 H -2.191 -0.529 -0.045  C3 1.100
8 H -1.145 -1.693 0.722  C3 1.092
9 C 0.961 1.001 0.184  C6 1.510, H10 1.087, H11 1.089, C13 1.517
10 H 1.187 1.384 1.176  C9 1.087
11 H 1.112 1.720 -0.619  C9 1.089
12 H 1.759 -0.684 -1.080  C6 1.086
13 C -0.120 -0.008 -0.158  O1 1.414, C3 1.535, C6 1.499, C9 1.517

=====

No. 3
ORCA calculation (ωB97M-V/def2-TZVPD) on C5H9NO in the gas phase.

Properties
- ΔE to the lowest compared entry with this formula, charge and spin (eV) = 7.910

Each atom is followed by the atoms it is bonded to, with distances in Å.
Cartesian coordinates (Å):
1 H -2.192 0.528 -0.471  C7 1.135
2 H 1.537 -0.278 -0.711  N10 0.954
3 H 0.860 0.989 -1.683  C5 1.316
4 H -0.721 0.736 1.789  C12 1.058
5 C -0.159 1.384 -0.950  H3 1.316, H6 1.067, C7 1.711, O16 1.649
6 H -0.668 2.289 -1.199  C5 1.067
7 C -1.221 0.050 -0.812  H1 1.135, C5 1.711, C11 1.476, H15 1.098
8 H 1.134 -1.686 1.393  C13 1.096
9 H -0.258 -1.151 2.351  C13 1.057
10 N 0.884 -0.973 -0.712  H2 0.954, C11 1.563, H14 0.927
11 C -0.370 -0.657 0.166  C7 1.476, N10 1.563, C12 1.618, C13 1.600
12 C 0.096 0.542 1.146  H4 1.058, C11 1.618, C13 1.526, O16 1.299
13 C 0.388 -0.899 1.554  H8 1.096, H9 1.057, C11 1.600, C12 1.526
14 H 1.044 -1.868 -0.531  N10 0.927
15 H -1.068 -0.450 -1.777  C7 1.098
16 O 0.715 1.445 0.447  C5 1.649, C12 1.299

=====

Copy entry 1 word for word.
ORCA calculation (ωB97M-V/def2-TZVPD) on C9H11NO in the gas phase.

Properties
- ΔE to the lowest compared entry with this formula, charge and spin (eV) = 7.417

Each atom is followed by the atoms it is bonded to, with distances in Å.
Cartesian coordinates (Å):
1 H -0.348 1.654 2.165  C6 1.032
2 H 1.810 1.693 0.795  C22 1.071
3 N -1.252 -1.339 -0.453  C4 1.378, C7 1.498, O14 1.297
4 C -1.399 0.024 -0.593  N3 1.378, C12 1.507, C21 1.547
5 H 1.214 -0.991 -1.909  C20 1.158
6 C -0.232 1.295 1.205  H1 1.032, H10 1.108, C12 1.484, C22 1.515
7 C -0.661 -1.248 0.920  N3 1.498, C12 1.513, H16 1.136, C18 1.502
8 H -0.724 0.252 -2.599  C21 1.120
9 C 1.172 -0.262 0.014  C18 1.386, C20 1.379, C22 1.488
10 H -0.619 2.139 0.601  C6 1.108
11 H 0.899 -2.282 -0.138  C18 1.091
12 C -1.159 0.181 0.886  C4 1.507, C6 1.484, C7 1.513, H17 1.120
13 H 1.719 0.357 1.895  C22 1.129
14 O -1.202 -2.343 -1.273  N3 1.297
15 H 1.763 0.812 -1.683  C20 1.049
16 H -1.125 -1.964 1.669  C7 1.136
17 H -2.074 0.205 1.532  C12 1.120
18 C 0.785 -1.467 0.578  C7 1.502, C9 1.386, H11 1.091
19 H -0.526 1.764 -1.687  C21 1.107
20 C 1.174 0.016 -1.337  H5 1.158, C9 1.379, H15 1.049, C21 1.740
21 C -0.418 0.666 -1.604  C4 1.547, H8 1.120, H19 1.107, C20 1.740
22 C 1.201 0.839 1.015  H2 1.071, C6 1.515, C9 1.488, H13 1.129

=====

Please write out number 3 again, unchanged.
ORCA calculation (ωB97M-V/def2-TZVPD) on C5H9NO in the gas phase.

Properties
- ΔE to the lowest compared entry with this formula, charge and spin (eV) = 7.910

Each atom is followed by the atoms it is bonded to, with distances in Å.
Cartesian coordinates (Å):
1 H -2.192 0.528 -0.471  C7 1.135
2 H 1.537 -0.278 -0.711  N10 0.954
3 H 0.860 0.989 -1.683  C5 1.316
4 H -0.721 0.736 1.789  C12 1.058
5 C -0.159 1.384 -0.950  H3 1.316, H6 1.067, C7 1.711, O16 1.649
6 H -0.668 2.289 -1.199  C5 1.067
7 C -1.221 0.050 -0.812  H1 1.135, C5 1.711, C11 1.476, H15 1.098
8 H 1.134 -1.686 1.393  C13 1.096
9 H -0.258 -1.151 2.351  C13 1.057
10 N 0.884 -0.973 -0.712  H2 0.954, C11 1.563, H14 0.927
11 C -0.370 -0.657 0.166  C7 1.476, N10 1.563, C12 1.618, C13 1.600
12 C 0.096 0.542 1.146  H4 1.058, C11 1.618, C13 1.526, O16 1.299
13 C 0.388 -0.899 1.554  H8 1.096, H9 1.057, C11 1.600, C12 1.526
14 H 1.044 -1.868 -0.531  N10 0.927
15 H -1.068 -0.450 -1.777  C7 1.098
16 O 0.715 1.445 0.447  C5 1.649, C12 1.299

=====

- The lowest ΔE to the lowest compared entry with this formula, charge and spin belongs to which entry?
  C4H8O